1.
Density functional theory data (ωB97M-V/def2-TZVPD) for a cluster of 2 separate species, C3H3ClIN in total at a distorted geometry.

The geometry in XYZ format:
```
9
Properties=species:S:1:pos:R:3:forces:R:3:nbo_charge:R:1
N 0.9166 1.3243 -3.0108 0.183 -0.325 1.014 -0.272
C 0.8961 1.1475 -1.8657 -1.040 0.501 -3.552 0.241
C 0.8291 1.0612 -0.4938 -1.010 -0.044 1.239 -0.376
C -0.2602 1.1009 0.2663 -0.962 -0.296 1.932 -0.283
I -2.2562 0.9985 -0.2931 0.090 0.259 -0.565 0.195
H 1.8100 0.9870 -0.1554 1.428 0.001 1.644 0.252
H -0.3637 1.0983 1.4001 1.269 -0.020 -1.715 0.242
Cl -1.2472 -2.7032 -0.2371 0.706 -0.009 1.513 -0.278
H -0.7129 -2.6650 0.9902 -0.665 -0.067 -1.510 0.278
```
Forces are in eV/Å.

Summary:
LUMO   -0.10 eV
Kohn-Sham gap   9.49 eV
SMILES   N#C/C=C\I.Cl
Calculated total energy   -928.69823 Eh
Energy relative to the best compared isomer or geometry (same formula, charge and spin)   91.3 kJ/mol

2.
Density functional theory data (ωB97M-V/def2-TZVPD) for a cluster of 2 separate species, C5H10O2 in total at a distorted geometry.

The geometry in XYZ format:
```
17
Properties=species:S:1:pos:R:3:forces:R:3:nbo_charge:R:1
C -0.7710 2.1255 -1.6861 0.371 -0.041 -0.712 -0.397
C -0.2646 1.0241 -1.1606 2.125 -0.743 0.918 -0.176
C -0.5704 0.3928 0.2165 0.163 -0.103 -1.609 -0.444
C -1.0461 -1.0520 -0.0190 0.187 -0.711 1.024 -0.509
C 0.2052 -1.8814 -0.3888 0.217 -0.168 1.098 0.439
O 1.2768 -1.6799 0.1404 -0.341 0.106 -0.099 -0.548
H -0.3653 2.5812 -2.6052 -0.304 -0.483 0.487 0.208
H -1.6022 2.6248 -1.2414 -0.450 0.366 0.371 0.189
H 0.6405 0.5521 -1.6184 -0.870 0.460 0.010 0.193
H -1.3576 1.0073 0.6155 -0.176 0.074 0.872 0.214
H 0.3641 0.2938 0.8413 -1.119 0.688 -0.577 0.232
H -1.7761 -1.1504 -0.8138 -0.190 0.154 -0.147 0.222
H -1.5494 -1.4536 0.9367 0.965 0.256 -1.349 0.243
H 0.1859 -2.7262 -1.0976 -0.608 0.179 -0.198 0.132
O 2.5956 -0.3317 2.7577 -1.326 0.288 -0.419 -0.936
H 2.0597 0.4514 2.9798 0.584 -0.257 0.144 0.458
H 1.9750 -0.7777 2.1429 0.773 -0.066 0.185 0.478
```
Forces are in eV/Å.

Summary:
LUMO   0.63 eV
Kohn-Sham gap   10.64 eV
SMILES   C=CCCC=O.O
Calculated total energy   -346.93863 Eh
Energy relative to the best compared isomer or geometry (same formula, charge and spin)   227.9 kJ/mol

Number 1: highest occupied orbital energy -9.6 eV. Number 2: highest occupied orbital energy -10.0 eV.